This record from the OMol25 dataset describes 2 unconnected molecules or ions with the total composition C6H15N2O at a distorted geometry. The level of theory is the ωB97M-V functional and the def2-TZVPD basis.

Geometry as XYZ:
```
24
C6H15N2O | the OMol25 dataset | the ωB97M-V functional and the def2-TZVPD basis
C 1.81 0.45 -0.04
C -1.76 1.70 -0.08
C -0.44 -0.57 -1.91
C -0.81 -1.97 1.47
C -1.27 0.36 0.39
C -0.32 -0.47 -0.43
N 2.75 0.19 -0.96
N 2.26 0.89 1.09
O -0.24 -1.71 0.14
H -0.84 2.37 -0.25
H -2.36 1.59 -1.04
H -2.58 2.16 0.65
H -0.25 0.49 -2.32
H 0.41 -1.21 -2.29
H -1.45 -1.04 -2.26
H -0.35 -1.27 2.15
H -0.53 -2.96 1.81
H -1.85 -1.78 1.44
H -2.15 -0.32 0.51
H -0.97 0.47 1.40
H 2.33 -0.12 -1.86
H 3.68 0.64 -0.68
H 1.75 0.92 1.95
H 3.18 1.20 1.13
```

Properties
Total energy: -11483.707 eV
Gap between HOMO and LUMO: 10.129 eV
LUMO: -3.54 eV
Net charge: +1
HOMO level: -13.669 eV


This record from the OMol25 dataset describes a gas-phase ion, C3H8N3S2 (charge +1) at a distorted geometry. The level of theory is the ωB97M-V functional and the def2-TZVPD basis.

Geometry as XYZ:
```
16
C3H8N3S2 | the OMol25 dataset | the ωB97M-V functional and the def2-TZVPD basis
C -0.46 -1.24 0.79
C 0.78 0.85 1.75
C -1.55 0.51 -1.61
N 0.04 -0.97 -0.44
N -0.23 0.27 -1.08
N 1.82 0.43 1.05
S -0.25 -2.63 1.67
S -0.78 0.32 1.80
H 1.03 1.79 2.32
H -1.74 -0.04 -2.57
H -2.23 0.26 -0.89
H -1.65 1.70 -1.86
H 0.28 -1.94 -0.88
H 1.76 -0.42 0.53
H 2.75 0.72 1.22
H 0.42 0.42 -1.80
```

Properties
Total energy: -29372.391 eV
Gap between HOMO and LUMO: 8.354 eV
LUMO: -4.64 eV
Net charge: +1
HOMO level: -12.993 eV


This record from the OMol25 dataset describes 6 unconnected molecules or ions with the total composition C28H73BrN5O6P at a distorted geometry. The level of theory is the ωB97M-V functional and the def2-TZVPD basis.

Geometry as XYZ:
```
114
C28H73BrN5O6P | the OMol25 dataset | the ωB97M-V functional and the def2-TZVPD basis
C 3.19 -3.13 2.74
C 2.32 -2.19 1.67
C 2.97 -2.46 0.19
P 3.08 -0.91 -0.94
Br 1.76 -1.47 -2.75
C 2.27 0.63 -0.12
C 2.13 1.94 -1.11
C 1.80 3.26 -0.14
C 0.29 3.07 0.53
O -0.74 2.82 -0.51
C -1.50 1.58 -0.23
H 4.33 -2.97 2.44
H 2.97 -2.64 3.81
H 2.83 -4.24 2.67
H 1.20 -2.54 1.79
H 2.41 -1.09 2.07
H 4.08 -2.89 0.27
H 2.35 -3.33 -0.33
H 2.91 0.86 0.85
H 1.19 0.33 0.26
H 1.22 1.71 -1.84
H 3.06 2.14 -1.80
H 2.56 3.31 0.77
H 1.89 4.28 -0.73
H -0.06 3.99 1.15
H 0.33 2.14 1.25
H -2.50 1.66 -0.85
H -0.93 0.60 -0.55
H -1.78 1.53 0.92
C 7.10 5.76 -1.49
C 6.41 4.86 -0.47
C 6.52 3.36 -0.81
O 5.63 2.92 -1.85
C 6.11 3.16 -3.17
N 5.01 5.28 -0.33
H 6.53 5.87 -2.42
H 7.22 6.77 -1.08
H 8.09 5.39 -1.74
H 6.91 5.02 0.49
H 6.22 2.79 0.08
H 7.55 3.06 -1.03
H 7.20 3.06 -3.24
H 5.79 4.15 -3.50
H 5.65 2.43 -3.83
H 4.58 4.74 0.42
H 4.51 4.97 -1.17
C -7.00 -1.33 1.71
C -5.74 -2.06 1.25
C -4.45 -1.56 1.93
O -3.96 -0.31 1.42
C -4.59 0.83 1.98
N -5.65 -1.96 -0.22
H -7.08 -0.33 1.29
H -7.89 -1.89 1.41
H -7.02 -1.25 2.80
H -5.86 -3.12 1.51
H -3.65 -2.29 1.72
H -4.55 -1.52 3.02
H -4.86 0.69 3.03
H -5.47 1.10 1.39
H -3.89 1.67 1.91
H -4.86 -2.53 -0.53
H -5.36 -1.00 -0.44
C 5.29 6.70 5.67
C 4.00 7.11 4.97
C 3.02 5.94 4.75
O 3.37 5.07 3.67
C 4.34 4.08 4.01
N 4.34 7.78 3.70
H 5.98 6.16 5.02
H 5.83 7.58 6.04
H 5.08 6.06 6.54
H 3.50 7.84 5.62
H 2.05 6.37 4.47
H 2.85 5.37 5.67
H 4.22 3.73 5.04
H 5.34 4.47 3.84
H 4.20 3.23 3.33
H 3.48 8.13 3.28
H 4.65 7.05 3.05
C 1.72 -8.50 -2.50
C 1.29 -8.45 -1.04
C 0.21 -7.38 -0.75
O 0.71 -6.04 -0.69
C 0.86 -5.42 -1.95
N 2.49 -8.26 -0.20
H 2.37 -7.67 -2.78
H 2.28 -9.42 -2.70
H 0.85 -8.49 -3.16
H 0.86 -9.43 -0.79
H -0.20 -7.59 0.25
H -0.63 -7.46 -1.45
H 0.09 -5.73 -2.66
H 1.86 -5.62 -2.35
H 0.78 -4.34 -1.81
H 2.21 -8.32 0.78
H 2.78 -7.28 -0.31
C -10.10 -3.48 -3.42
C -8.99 -2.65 -2.78
C -8.80 -1.26 -3.43
O -8.11 -1.28 -4.68
C -8.93 -1.59 -5.80
N -7.74 -3.43 -2.81
H -9.81 -3.89 -4.39
H -10.36 -4.32 -2.78
H -11.00 -2.87 -3.57
H -9.27 -2.49 -1.73
H -8.17 -0.66 -2.76
H -9.75 -0.72 -3.52
H -9.95 -1.19 -5.69
H -8.96 -2.67 -5.95
H -8.48 -1.14 -6.69
H -7.02 -2.92 -2.29
H -7.40 -3.42 -3.77
```

Properties
Total energy: -129280.086 eV
SMILES string: CCCP(Br)CCCCOC.COC[C@@H](C)N.COC[C@@H](C)N.COC[C@@H](C)N.COC[C@@H](C)N.COC[C@@H](C)N
Gap between HOMO and LUMO: 8.661 eV
LUMO: 0.37 eV
HOMO level: -8.289 eV


This record from the OMol25 dataset describes C6H10O in the gas phase at a distorted geometry. The level of theory is the ωB97M-V functional and the def2-TZVPD basis.

Geometry as XYZ:
```
17
C6H10O | the OMol25 dataset | the ωB97M-V functional and the def2-TZVPD basis
C 2.12 0.31 -1.28
C 0.76 -0.15 -0.83
C -0.06 0.68 -0.11
C -0.91 0.30 1.00
C -1.78 1.11 1.61
O -2.74 0.81 2.51
C 0.42 -1.58 -0.85
H 2.04 1.42 -1.37
H 2.91 0.24 -0.56
H 2.29 -0.16 -2.23
H -0.22 1.71 -0.44
H -0.87 -0.76 1.25
H -1.72 2.18 1.41
H -3.24 0.05 2.23
H -0.58 -1.79 -1.21
H 0.45 -2.06 0.14
H 1.14 -2.30 -1.29
```

Properties
Total energy: -8429.327 eV
SMILES string: CC(C)=C/C=C/O
Gap between HOMO and LUMO: 8.390 eV
LUMO: 0.87 eV
HOMO level: -7.517 eV


This record from the OMol25 dataset describes C4H5FN2 in the gas phase at a distorted geometry. The level of theory is the ωB97M-V functional and the def2-TZVPD basis.

Geometry as XYZ:
```
12
C4H5FN2 | the OMol25 dataset | the ωB97M-V functional and the def2-TZVPD basis
C -1.01 -2.17 0.78
C -1.17 -0.04 -0.06
C 0.98 -0.86 0.22
C 0.66 1.52 -0.35
N -1.57 -1.21 0.26
N 0.23 0.16 -0.08
F 2.30 -0.56 0.26
H -0.94 -3.19 0.49
H -1.82 0.78 -0.28
H 0.43 1.80 -1.38
H 0.17 2.20 0.34
H 1.74 1.58 -0.20
```

Properties
Total energy: -9922.014 eV
Gap between HOMO and LUMO: 8.488 eV
LUMO: 0.88 eV
HOMO level: -7.611 eV


This record from the OMol25 dataset describes a molecular structure, C47H56F4IrN2O4Sb2. The level of theory is the ωB97M-V functional and the def2-TZVPD basis.

Geometry as XYZ:
```
116
C47H56F4IrN2O4Sb2 | the OMol25 dataset | the ωB97M-V functional and the def2-TZVPD basis
Ir -0.29 -0.77 -0.51
C 6.17 3.49 -1.41
C 6.35 2.02 -1.78
C 7.64 1.48 -1.19
C 7.80 0.01 -1.50
C 6.63 -0.75 -0.95
C 6.76 -2.04 -0.49
C 5.65 -2.73 -0.01
F 5.82 -3.98 0.43
C 4.41 -2.17 0.03
C 4.25 -0.85 -0.43
C 2.92 -0.26 -0.44
O 1.95 -0.91 0.03
C 2.82 1.05 -0.97
C 3.97 1.70 -1.35
N 5.19 1.19 -1.32
C 5.36 -0.13 -0.90
C 1.55 1.83 -1.08
O 1.62 3.04 -1.22
O 0.41 1.19 -1.04
H 7.10 4.01 -1.60
H 5.93 3.59 -0.34
H 5.40 3.99 -1.98
H 6.38 1.92 -2.87
H 7.64 1.65 -0.11
H 8.46 2.06 -1.61
H 8.73 -0.38 -1.07
H 7.87 -0.15 -2.58
H 7.72 -2.54 -0.51
H 3.55 -2.71 0.39
H 3.86 2.72 -1.69
N -3.42 -3.92 -1.76
C -2.42 -3.07 -1.46
O -2.65 -1.99 -0.91
C -1.02 -3.51 -1.77
C -0.09 -2.31 -1.93
H -4.36 -3.70 -1.46
H -3.24 -4.80 -2.20
H -1.01 -4.17 -2.64
H -0.70 -4.12 -0.91
H -0.27 -1.81 -2.89
H 0.95 -2.63 -1.90
C -2.67 -3.11 2.46
C -2.52 -1.65 2.91
C -3.58 -0.82 2.20
C -2.74 -1.55 4.42
Sb -0.56 -0.96 2.21
C 0.88 -2.43 2.98
C 0.97 -3.53 1.91
C 0.46 -3.05 4.31
C 2.27 -1.82 3.18
C -0.12 1.00 3.07
C -0.22 1.01 4.60
C 1.29 1.42 2.64
C -1.11 1.98 2.46
H -3.70 -3.42 2.66
H -2.02 -3.79 3.01
H -2.49 -3.22 1.39
H -4.57 -1.22 2.44
H -3.47 -0.86 1.12
H -3.58 0.23 2.52
H -3.73 -1.96 4.64
H -2.73 -0.52 4.77
H -2.01 -2.12 5.00
H 0.01 -4.03 1.76
H 1.68 -4.29 2.23
H 1.30 -3.13 0.95
H -0.46 -3.64 4.23
H 0.33 -2.31 5.09
H 1.25 -3.74 4.64
H 2.61 -1.27 2.31
H 2.98 -2.63 3.36
H 2.29 -1.16 4.05
H 0.37 0.22 5.07
H -1.25 0.93 4.94
H 0.17 1.97 4.96
H 2.07 0.90 3.18
H 1.40 2.49 2.84
H 1.45 1.27 1.57
H -2.16 1.73 2.66
H -0.97 2.06 1.39
H -0.93 2.98 2.89
F -2.58 7.13 -2.17
C -2.52 5.80 -1.94
C -3.51 5.00 -2.49
C -3.44 3.64 -2.25
C -2.42 3.09 -1.48
C -1.44 3.93 -0.96
C -1.49 5.30 -1.19
Sb -2.43 0.99 -1.19
C -2.27 0.45 -3.24
C -1.30 1.13 -3.98
C -1.01 0.76 -5.28
C -1.71 -0.29 -5.84
F -1.43 -0.66 -7.10
C -2.68 -0.98 -5.14
C -2.95 -0.61 -3.84
C -4.50 0.85 -0.70
C -5.32 -0.23 -1.03
C -6.63 -0.28 -0.59
C -7.11 0.74 0.21
F -8.38 0.68 0.65
C -6.32 1.82 0.57
C -5.02 1.86 0.10
H -4.29 5.44 -3.08
H -4.21 3.00 -2.67
H -0.60 3.53 -0.42
H -0.73 5.96 -0.80
H -0.76 1.95 -3.53
H -0.27 1.28 -5.87
H -3.22 -1.79 -5.63
H -3.72 -1.15 -3.30
H -4.94 -1.04 -1.63
H -7.29 -1.10 -0.85
H -6.73 2.60 1.19
H -4.41 2.71 0.37
```

Properties
Total energy: -87595.548 eV
Gap between HOMO and LUMO (alpha / beta): 7.172 / 6.943 eV
LUMO (alpha / beta): -2.38 / -3.93 eV
Net charge: +1
HOMO level (alpha / beta): -9.550 / -10.873 eV
2S+1: 5


Look up the total energy of the first one.
-11483.707 eV


The highest total energy belongs to which entry?
C6H10O


Look up the total energy of the third one.
-129280.086 eV


What is the total energy in the fourth record?
-8429.327 eV